Entry 1:
The following is a DFT calculation (the ωB97M-V functional and the def2-TZVPD basis) of an isolated molecule of C3H9NOS.

E_tot in eV: -17629.3816
Gap between HOMO and LUMO in eV: 9.558
LUMO level in eV: 0.723
SMILES: N[C@H](CO)CS
Energy relative to the best compared isomer or geometry (same formula, charge and spin) in kcal per mole: 18.98

Each line ends with the Löwdin charge.
Element x y z (Å)
C (1.474, 0.781, -0.888)  -0.21
O (2.560, 1.229, -0.095)  -0.08
C (0.498, -0.077, 0.022)  -0.48
C (-0.844, -0.121, -0.678)  -0.54
S (-2.066, -1.207, 0.138)  0.69
N (0.367, 0.478, 1.342)  0.03
H (0.909, 1.654, -1.195)  0.11
H (1.856, 0.166, -1.701)  0.12
H (3.383, 0.766, -0.285)  0.09
H (0.975, -1.034, 0.046)  0.13
H (-0.770, -0.552, -1.671)  0.07
H (-1.212, 0.903, -0.717)  0.07
H (-1.808, -0.793, 1.386)  -0.16
H (-0.070, 1.394, 1.286)  0.09
H (1.294, 0.666, 1.717)  0.07

=====

Entry 2:
The following is a DFT calculation (the ωB97M-V functional and the def2-TZVPD basis) of a cluster of 2 separate species, C3H9NOS in total.

E_tot in eV: -17623.9716
Gap between HOMO and LUMO (spin up / spin down) in eV: 8.696 / 8.138
2S+1: 3
<S²>: 2.0105
LUMO level (spin up / spin down) in eV: 0.694 / -1.859
Energy relative to the best compared isomer or geometry (same formula, charge and spin) in kcal per mole: 4.04

Each line ends with the Löwdin spin population.
Element x y z (Å)
C (2.377, 0.329, 0.210)  0.03
C (-3.091, -0.014, 0.034)  0.82
C (1.032, -0.354, 0.558)  0.19
N (-0.185, 1.803, -1.223)  0.25
O (0.069, 1.935, 1.120)  0.18
S (-0.254, 0.984, 0.024)  0.34
H (2.448, 1.155, 0.997)  0.00
H (3.229, -0.325, 0.155)  0.01
H (2.251, 1.058, -0.642)  0.01
H (-2.891, 1.034, -0.089)  0.05
H (-3.120, -0.618, -0.837)  0.06
H (-3.283, -0.257, 1.039)  0.06
H (0.667, -0.403, 1.609)  0.00
H (0.882, -1.322, 0.011)  0.00
H (-0.464, 1.355, -2.162)  0.01

=====

Entry 3:
The following is a DFT calculation (the ωB97M-V functional and the def2-TZVPD basis) of the ion C3H9NOS with charge +1.

E_tot in eV: -17620.0316
Gap between HOMO and LUMO (spin up / spin down) in eV: 10.246 / 5.088
2S+1: 2
<S²>: 0.7555
LUMO level (spin up / spin down) in eV: -3.515 / -8.463
Energy relative to the best compared isomer or geometry (same formula, charge and spin) in kcal per mole: 23.58
Total charge: +1

Each line ends with the Löwdin spin population.
Element x y z (Å)
C (0.428, -0.151, -0.831)  0.09
C (-0.478, -1.254, -1.390)  0.00
S (0.160, -2.900, -0.869)  0.06
N (-0.200, 0.486, 0.329)  0.62
C (0.515, 1.391, 1.183)  0.05
O (-0.244, 2.592, 1.444)  0.06
H (1.389, -0.589, -0.514)  0.04
H (0.628, 0.653, -1.557)  0.04
H (-0.486, -1.378, -2.472)  0.00
H (-1.525, -1.056, -1.099)  0.00
H (-0.037, -2.730, 0.444)  0.00
H (-0.954, -0.110, 0.671)  0.01
H (0.521, 0.992, 2.209)  0.03
H (1.403, 1.713, 0.676)  0.00
H (-1.120, 2.342, 1.777)  0.00

=====

Entry 4:
The following is a DFT calculation (the ωB97M-V functional and the def2-TZVPD basis) of a cluster of 2 separate species, C3H9NOSi in total.

E_tot in eV: -14666.6620
Gap between HOMO and LUMO (spin up / spin down) in eV: 7.279 / 7.820
2S+1: 3
<S²>: 2.0074
LUMO level (spin up / spin down) in eV: 0.907 / -1.263
Energy relative to the best compared isomer or geometry (same formula, charge and spin) in kcal per mole: 28.75

Each line ends with the Löwdin spin population.
Element x y z (Å)
C (1.642, -0.035, 0.000)  0.52
C (1.865, -1.432, 0.312)  0.12
C (-0.584, 1.867, 0.141)  0.12
N (-0.804, 0.509, 0.271)  0.71
O (2.198, 0.859, -0.550)  0.25
Si (-1.922, -0.551, -0.355)  0.12
H (1.639, -1.693, -0.789)  0.00
H (2.881, -1.648, 0.518)  0.02
H (1.212, -1.965, 1.068)  0.01
H (-1.416, 2.378, -0.401)  0.00
H (-0.383, 2.252, 1.191)  0.05
H (0.413, 2.210, -0.133)  0.04
H (-3.234, -0.230, 0.169)  0.02
H (-1.627, -1.673, 0.374)  0.00
H (-1.881, -0.848, -1.815)  0.03

=====

Entry 5:
The following is a DFT calculation (the ωB97M-V functional and the def2-TZVPD basis) of a cluster of 2 separate species, C3H9NS in total.

E_tot in eV: -15578.1402
Gap between HOMO and LUMO in eV: 5.648
LUMO level in eV: -3.368
Energy relative to the best compared isomer or geometry (same formula, charge and spin) in kcal per mole: 96.63

Each line ends with the Löwdin charge.
Element x y z (Å)
C (0.767, -0.143, 1.785)  -0.15
N (0.870, 0.249, 0.387)  -0.15
C (0.145, -0.608, -0.533)  -0.35
C (-0.451, 0.172, -1.725)  -0.10
S (-2.354, 1.477, 0.210)  0.23
H (-0.288, -0.175, 2.092)  0.06
H (1.194, -1.142, 1.903)  0.08
H (1.266, 0.522, 2.485)  0.07
H (0.408, 1.156, 0.302)  0.05
H (-0.724, -1.117, -0.084)  0.09
H (0.856, -1.375, -0.864)  0.12
H (-0.910, -0.527, -2.408)  0.08
H (0.418, 0.620, -2.212)  0.09
H (-1.196, 0.892, -1.338)  -0.11

=====

Entry 6:
The following is a DFT calculation (the ωB97M-V functional and the def2-TZVPD basis) of an isolated molecule of C3H9NS.

E_tot in eV: -15580.6461
Gap between HOMO and LUMO in eV: 9.159
LUMO level in eV: 0.821
SMILES: CNCSC
Energy relative to the best compared isomer or geometry (same formula, charge and spin) in kcal per mole: 38.84

Each line ends with the Löwdin charge.
Element x y z (Å)
C (2.586, -0.427, 0.452)  -0.47
S (0.851, -0.861, 0.290)  0.76
H (3.229, -1.308, 0.426)  0.03
H (2.744, 0.271, 1.286)  0.03
H (2.921, 0.203, -0.411)  0.03
C (-1.781, 0.249, -1.250)  -0.15
C (-0.765, -0.120, 0.930)  -0.49
N (-1.384, 0.842, 0.047)  -0.20
H (-2.546, 0.876, -1.728)  0.08
H (-0.903, -0.107, -1.864)  0.07
H (-2.242, -0.712, -0.950)  0.07
H (-1.465, -0.968, 1.086)  0.09
H (-0.492, 0.443, 1.828)  0.07
H (-0.753, 1.619, -0.141)  0.10

=====

Entry 7:
The following is a DFT calculation (the ωB97M-V functional and the def2-TZVPD basis) of an isolated molecule of C3H9NS.

E_tot in eV: -15582.0613
Gap between HOMO and LUMO in eV: 9.930
LUMO level in eV: 0.922
SMILES: NCCCS
Energy relative to the best compared isomer or geometry (same formula, charge and spin) in kcal per mole: 6.21

Each line ends with the Löwdin charge.
Element x y z (Å)
C (-0.061, -1.103, -0.808)  -0.34
C (0.796, 0.163, -0.719)  -0.28
C (0.211, 1.259, 0.172)  -0.59
S (-0.581, 0.661, 1.674)  0.70
N (0.331, -1.869, -2.002)  -0.02
H (0.008, -1.672, 0.114)  0.09
H (-1.104, -0.785, -0.927)  0.11
H (0.923, 0.533, -1.736)  0.11
H (1.797, -0.120, -0.370)  0.11
H (0.999, 1.955, 0.442)  0.06
H (-0.506, 1.836, -0.431)  0.07
H (-0.466, 1.797, 2.363)  -0.15
H (-0.203, -2.732, -2.045)  0.06
H (1.280, -2.207, -1.846)  0.07

=====

Entry 8:
The following is a DFT calculation (the ωB97M-V functional and the def2-TZVPD basis) of a cluster of 2 separate species, C3H9NS in total.

E_tot in eV: -15581.0930
Gap between HOMO and LUMO in eV: 9.330
LUMO level in eV: 1.008
SMILES: C=N.CSC
Energy relative to the best compared isomer or geometry (same formula, charge and spin) in kcal per mole: 28.54

Each line ends with the Löwdin charge.
Element x y z (Å)
C (-0.860, 2.893, -0.229)  -0.15
N (-1.328, 1.796, 0.167)  0.02
H (-1.060, 3.236, -1.246)  0.06
H (-0.372, 3.654, 0.389)  0.06
H (-1.295, 1.710, 1.183)  0.04
C (0.134, -2.113, 1.143)  -0.45
S (1.499, -1.101, 0.526)  0.70
C (0.970, -0.800, -1.183)  -0.43
H (-0.807, -1.574, 1.145)  0.03
H (0.042, -3.024, 0.552)  0.03
H (0.480, -2.432, 2.126)  0.02
H (1.152, 0.241, -1.431)  0.01
H (-0.079, -1.076, -1.243)  0.03
H (1.523, -1.408, -1.898)  0.02

=====

Entry 9:
The following is a DFT calculation (the ωB97M-V functional and the def2-TZVPD basis) of an isolated molecule of C3H9NS.

E_tot in eV: -15581.9297
Gap between HOMO and LUMO in eV: 9.924
LUMO level in eV: 0.981
SMILES: C[C@@H](N)CS
Energy relative to the best compared isomer or geometry (same formula, charge and spin) in kcal per mole: 9.24

Each line ends with the Löwdin charge.
Element x y z (Å)
C (-1.334, -0.233, 0.968)  -0.07
C (-0.084, -0.326, 0.076)  -0.56
C (0.924, 0.791, 0.398)  -0.51
S (2.132, 1.105, -0.973)  0.67
N (-0.503, -0.272, -1.315)  0.00
H (-0.908, -0.305, 1.974)  0.08
H (-1.919, -1.124, 0.744)  0.07
H (-1.898, 0.679, 0.779)  0.08
H (0.404, -1.325, 0.255)  0.13
H (0.401, 1.736, 0.249)  0.06
H (1.400, 0.633, 1.361)  0.07
H (2.579, -0.204, -1.083)  -0.12
H (-1.414, -0.670, -1.457)  0.06
H (0.220, -0.486, -1.977)  0.03

=====

Entry 10:
The following is a DFT calculation (the ωB97M-V functional and the def2-TZVPD basis) of an isolated molecule of C3H9NS.

E_tot in eV: -15581.9920
Gap between HOMO and LUMO in eV: 9.932
LUMO level in eV: 0.984
SMILES: NCCCS
Energy relative to the best compared isomer or geometry (same formula, charge and spin) in kcal per mole: 7.81

Each line ends with the Löwdin charge.
Element x y z (Å)
C (-0.345, -0.182, 1.119)  -0.28
C (0.237, -0.237, -0.278)  -0.31
C (0.394, 1.117, -0.977)  -0.58
S (1.529, 1.041, -2.414)  0.67
N (-0.692, -1.556, 1.595)  -0.02
H (-1.274, 0.394, 1.101)  0.11
H (0.347, 0.281, 1.820)  0.11
H (1.210, -0.733, -0.227)  0.10
H (-0.320, -0.860, -0.981)  0.11
H (0.835, 1.894, -0.354)  0.06
H (-0.589, 1.462, -1.294)  0.07
H (0.674, 0.679, -3.392)  -0.15
H (-1.695, -1.621, 1.757)  0.06
H (-0.312, -1.679, 2.525)  0.05